1.
# C16H35BCl2F4GeN4O3STl

A structure of composition C16H35BCl2F4GeN4O3STl (ωB97M-V/def2-TZVPD, the OMol25 dataset).

Output
- E_HOMO (alpha / beta): -0.299 / -0.299 hartree
- LUMO (alpha / beta): 0.4 / -2.1 eV
- Charge: 0
- Spin multiplicity: 2
- DFT total energy: -137907.1943 eV
- Energy relative to the best compared isomer or geometry (same formula, charge and spin): 0.129 eV
- Orbital gap (alpha / beta): 8.6 / 6.1 eV

Positions of all 68 atoms, in Å:
Tl: -1.496 -0.597 -0.163
C: -0.843 4.524 1.945
C: -1.407 3.110 1.935
C: -2.885 3.117 1.569
C: -1.195 2.424 3.279
O: -0.772 2.358 0.889
Ge: 0.903 1.732 0.886
O: 1.072 1.192 -0.814
C: 1.023 2.021 -1.991
C: 1.632 3.387 -1.700
C: -0.427 2.154 -2.441
C: 1.839 1.285 -3.046
O: 0.722 0.130 1.636
C: 1.662 -0.588 2.466
C: 2.647 -1.312 1.561
C: 0.827 -1.571 3.271
C: 2.393 0.382 3.386
H: -1.345 5.136 2.694
H: -0.975 4.990 0.968
H: 0.224 4.509 2.180
H: -3.451 3.726 2.275
H: -3.281 2.101 1.588
H: -3.020 3.524 0.566
H: -1.760 2.929 4.063
H: -0.140 2.446 3.563
H: -1.515 1.384 3.226
H: 1.040 3.923 -0.952
H: 1.649 3.999 -2.603
H: 2.654 3.283 -1.333
H: -1.029 2.622 -1.662
H: -0.846 1.169 -2.660
H: -0.490 2.758 -3.347
H: 2.856 1.116 -2.690
H: 1.886 1.863 -3.969
H: 1.374 0.324 -3.277
H: 2.138 -2.076 0.977
H: 3.420 -1.806 2.153
H: 3.134 -0.601 0.888
H: 0.263 -2.223 2.606
H: 0.132 -1.034 3.919
H: 1.473 -2.193 3.893
H: 3.017 1.073 2.812
H: 3.044 -0.163 4.070
H: 1.681 0.957 3.979
C: 2.562 -3.539 -3.097
C: 1.188 -3.225 -3.550
N: 0.623 -3.630 -4.639
N: -0.643 -3.115 -4.569
C: -0.886 -2.404 -3.459
S: -2.311 -1.659 -3.004
N: 0.319 -2.453 -2.813
N: 0.542 -1.909 -1.559
H: 3.029 -4.198 -3.824
H: 2.532 -4.034 -2.125
H: 3.162 -2.633 -3.002
H: -1.319 -3.320 -5.282
H: 1.334 -1.275 -1.579
H: 0.698 -2.660 -0.883
Cl: -4.931 -1.411 -0.495
C: -5.352 -1.305 1.219
Cl: -3.932 -1.338 2.278
H: -5.968 -2.160 1.467
H: -5.877 -0.372 1.387
F: -0.998 -4.433 -1.099
B: -0.537 -4.215 0.194
F: -1.146 -3.007 0.685
F: 0.863 -3.930 0.104
F: -0.777 -5.254 1.050

***

2.
# C54H44AsBrGaN6O2PS

A structure of composition C54H44AsBrGaN6O2PS (ωB97M-V/def2-TZVPD, the OMol25 dataset).

Output
- E_HOMO: -0.451 hartree
- LUMO: -7.0 eV
- Charge: +2
- DFT total energy: -273113.8667 eV
- Energy relative to the best compared isomer or geometry (same formula, charge and spin): 4.309 eV
- Orbital gap: 5.3 eV

Positions of all 111 atoms, in Å:
Ga: -0.731 1.398 -0.106
O: 1.356 3.772 2.724
C: 0.345 3.898 3.618
C: 0.622 4.596 4.793
C: -0.349 4.753 5.760
C: -1.626 4.226 5.578
C: -1.903 3.542 4.413
C: -0.931 3.362 3.424
C: -1.314 2.526 2.236
O: -0.524 2.773 1.085
N: -1.250 1.084 2.639
N: -0.636 0.315 1.678
C: 0.004 -0.722 2.073
C: 1.119 -1.293 1.348
Br: 1.995 -0.013 0.237
C: 1.717 -2.455 1.641
C: 1.176 -3.452 2.565
C: 2.071 -4.255 3.277
C: 1.601 -5.175 4.195
C: 0.233 -5.318 4.400
C: -0.665 -4.542 3.680
C: -0.198 -3.616 2.762
H: 0.987 3.413 1.903
H: 1.614 5.008 4.917
H: -0.114 5.300 6.663
H: -2.389 4.358 6.331
H: -2.896 3.134 4.251
H: -2.363 2.702 2.012
H: -0.760 0.996 3.522
H: -0.130 -1.064 3.098
H: 2.698 -2.655 1.224
H: 3.137 -4.139 3.120
H: 2.299 -5.782 4.757
H: -0.132 -6.042 5.115
H: -1.729 -4.669 3.824
H: -0.903 -3.052 2.164
S: -5.353 0.066 -5.720
N: -5.625 0.782 -4.311
C: -4.469 0.792 -3.665
C: -4.211 1.439 -2.415
C: -5.141 2.264 -1.780
C: -4.739 3.009 -0.697
C: -3.449 2.835 -0.222
N: -2.596 1.961 -0.755
C: -2.920 1.323 -1.903
C: -1.802 0.656 -2.607
N: -0.585 0.807 -1.921
C: 0.664 0.550 -2.510
C: 1.020 -0.369 -3.405
C: 0.078 -1.300 -4.107
C: -2.049 0.110 -3.847
C: -3.403 0.177 -4.359
N: -3.791 -0.278 -5.547
H: -6.140 2.346 -2.190
H: -5.393 3.724 -0.220
H: -3.079 3.440 0.589
H: 1.445 1.214 -2.161
H: 2.050 -0.350 -3.738
H: 0.635 -1.809 -4.910
C: 1.932 -2.920 -1.874
C: 2.314 -3.795 -3.059
As: 4.226 -4.294 -2.886
C: 4.293 -5.662 -4.270
C: 3.432 -5.672 -5.362
C: 3.564 -6.638 -6.352
C: 4.558 -7.599 -6.259
C: 5.426 -7.590 -5.175
C: 5.297 -6.624 -4.189
C: 3.916 -5.442 -1.333
C: 3.213 -6.643 -1.413
C: 2.964 -7.388 -0.270
C: 3.413 -6.941 0.967
C: 4.120 -5.751 1.055
C: 4.373 -5.006 -0.092
P: 0.130 -2.590 -1.628
C: -0.561 -4.120 -0.954
C: 0.192 -5.274 -0.740
C: -0.390 -6.384 -0.144
C: -1.725 -6.356 0.235
C: -2.482 -5.209 0.031
C: -1.898 -4.093 -0.548
C: -0.486 -2.425 -3.288
C: -0.997 -0.441 -4.805
C: -1.489 -1.145 -6.042
C: -1.700 -2.474 -6.187
C: -1.835 -3.385 -5.113
C: -1.442 -3.299 -3.788
H: 2.457 -1.966 -1.896
H: 2.220 -3.409 -0.940
H: 2.188 -3.255 -3.999
H: 1.709 -4.704 -3.104
H: 2.648 -4.930 -5.460
H: 2.890 -6.637 -7.199
H: 4.662 -8.351 -7.030
H: 6.208 -8.334 -5.099
H: 5.984 -6.628 -3.350
H: 2.869 -7.007 -2.375
H: 2.433 -8.329 -0.345
H: 3.232 -7.531 1.856
H: 4.503 -5.417 2.012
H: 4.954 -4.092 -0.022
H: 1.235 -5.331 -1.025
H: 0.207 -7.271 0.020
H: -2.175 -7.226 0.694
H: -3.521 -5.182 0.332
H: -2.486 -3.189 -0.680
H: -0.452 0.425 -5.192
H: -1.596 -0.529 -6.925
H: -1.976 -2.839 -7.167
H: -2.328 -4.318 -5.373
H: -1.753 -4.114 -3.149

***

3.
# CH4N2OSn

A structure of composition CH4N2OSn at a distorted geometry (ωB97M-V/def2-TZVPD, the OMol25 dataset).

Output
- E_HOMO: -0.729 hartree
- LUMO: -11.5 eV
- Charge: +2
- DFT total energy: -11941.7559 eV
- Energy relative to the best compared isomer or geometry (same formula, charge and spin): 0.323 eV
- Orbital gap: 8.3 eV

Positions of all 9 atoms, in Å:
Sn: -0.850 -1.327 2.468
C: -0.173 -0.031 0.064
O: -0.905 -0.257 0.973
N: 1.121 -0.111 0.052
N: -0.633 0.531 -1.038
H: 1.712 0.076 -0.745
H: 1.398 -0.477 0.952
H: -0.029 1.032 -1.674
H: -1.642 0.564 -1.052

***

4.
# C3H4O2

An isolated molecule of C3H4O2 (ωB97M-V/def2-TZVPD, the OMol25 dataset).

Output
- E_HOMO: -0.374 hartree
- LUMO: 0.9 eV
- Charge: 0
- DFT total energy: -7269.1388 eV
- Energy relative to the best compared isomer or geometry (same formula, charge and spin): 1.547 eV
- SMILES: O=C1COC1
- Orbital gap: 11.0 eV

Positions of all 9 atoms, in Å:
O: -1.729 -0.943 0.613
C: -0.740 -0.380 0.252
C: 0.189 -0.439 -0.960
O: 0.874 0.722 -0.472
C: 0.196 0.701 0.788
H: -0.255 -0.311 -1.952
H: 0.832 -1.328 -0.956
H: 0.824 0.295 1.598
H: -0.191 1.682 1.089

***

5.
# C6H11ClMnO6S

A structure of composition C6H11ClMnO6S at a distorted geometry (ωB97M-V/def2-TZVPD, the OMol25 dataset).

Output
- E_HOMO (alpha / beta): -0.673 / -0.674 hartree
- LUMO (alpha / beta): -10.5 / -10.0 eV
- Charge: +2
- Spin multiplicity: 2
- DFT total energy: -73344.2084 eV
- Orbital gap (alpha / beta): 7.8 / 8.4 eV

Positions of all 26 atoms, in Å:
Mn: 0.735 -0.652 -1.211
O: 2.266 2.841 -0.021
C: 1.746 1.664 -0.048
O: 1.519 1.065 -1.111
C: 1.379 1.102 1.290
O: 0.996 -0.257 1.147
C: 1.967 -1.208 1.623
C: 2.846 -1.650 0.484
O: 3.933 -2.061 0.459
O: 2.093 -1.498 -0.739
H: 2.467 3.185 -0.910
H: 2.201 1.239 1.993
H: 0.532 1.683 1.663
H: 2.593 -0.805 2.417
H: 1.423 -2.074 1.998
C: -3.054 -1.462 -0.833
S: -2.339 0.055 -1.404
C: -3.127 1.230 -0.346
O: -0.870 0.054 -0.810
H: -4.108 -1.443 -1.116
H: -2.937 -1.534 0.247
H: -2.555 -2.279 -1.352
H: -4.191 1.187 -0.589
H: -2.739 2.217 -0.591
H: -2.952 0.962 0.695
Cl: 0.177 -1.562 -2.933

***

6.
# C27H70BaN5O13

A structure of composition C27H70BaN5O13 at a distorted geometry (ωB97M-V/def2-TZVPD, the OMol25 dataset).

Output
- E_HOMO: -0.406 hartree
- LUMO: -3.4 eV
- Charge: +1
- DFT total energy: -63884.8613 eV
- Orbital gap: 7.6 eV

Positions of all 116 atoms, in Å:
Ba: 1.790 -1.800 -2.801
N: -0.709 -0.462 0.102
O: -1.284 0.612 0.122
O: -0.073 -0.779 -0.898
O: -0.735 -1.211 1.038
C: 1.260 -6.346 2.102
C: 0.149 -5.357 1.698
C: -1.168 -5.533 2.429
O: -2.126 -4.637 1.846
C: -3.326 -4.517 2.565
N: 0.786 -4.067 1.783
H: 1.628 -6.142 3.108
H: 2.066 -6.370 1.369
H: 0.942 -7.386 2.177
H: -0.100 -5.592 0.663
H: -1.064 -5.164 3.450
H: -1.548 -6.553 2.371
H: -3.303 -3.773 3.361
H: -3.660 -5.454 3.009
H: -4.114 -4.175 1.894
H: 0.926 -3.838 2.757
H: 0.097 -3.372 1.535
C: -2.439 0.687 -3.923
C: -0.974 0.107 -4.182
C: 0.078 1.090 -3.706
O: 1.367 0.572 -4.007
C: 2.355 1.512 -4.239
N: -0.906 -1.200 -3.593
H: -2.611 1.572 -4.536
H: -2.436 1.010 -2.882
H: -3.202 -0.079 -4.061
H: -0.872 -0.080 -5.251
H: -0.048 1.191 -2.628
H: -0.058 1.951 -4.360
H: 3.395 1.196 -4.147
H: 2.296 2.301 -3.490
H: 2.218 2.074 -5.163
H: -1.621 -1.837 -3.914
H: -1.018 -1.111 -2.593
C: -3.710 -4.413 -2.062
C: -3.078 -3.099 -1.636
C: -4.110 -2.135 -0.942
O: -5.200 -2.030 -1.878
C: -6.017 -0.885 -1.562
N: -1.982 -3.473 -0.764
H: -3.001 -4.765 -2.811
H: -4.632 -4.392 -2.642
H: -3.858 -5.145 -1.268
H: -2.775 -2.534 -2.517
H: -3.612 -1.174 -0.819
H: -4.389 -2.563 0.021
H: -5.408 0.019 -1.584
H: -6.579 -0.944 -0.630
H: -6.786 -0.768 -2.326
H: -1.637 -2.647 -0.295
H: -2.207 -4.146 -0.046
C: -3.003 3.082 1.265
C: -3.885 4.302 1.584
O: -5.046 4.279 0.775
O: -2.622 3.119 -0.050
H: -3.469 2.142 1.558
H: -2.135 3.003 1.920
H: -3.317 5.220 1.433
H: -4.148 4.226 2.639
H: -4.800 4.055 -0.126
H: -2.054 2.351 -0.144
C: -1.305 0.005 4.762
C: 0.079 -0.529 4.265
O: -0.064 -1.760 3.657
O: -2.158 0.277 3.573
H: -1.122 0.943 5.286
H: -1.799 -0.722 5.406
H: 0.620 -0.764 5.181
H: 0.501 0.184 3.556
H: -0.133 -1.626 2.708
H: -1.940 -0.315 2.849
C: 3.029 -1.108 0.442
C: 3.219 -2.667 0.122
O: 2.122 -3.269 -0.440
O: 3.041 -0.274 -0.700
H: 3.869 -0.780 1.053
H: 2.147 -0.899 1.048
H: 3.398 -3.173 1.071
H: 4.073 -2.972 -0.483
H: 1.650 -3.534 0.353
H: 2.965 0.636 -0.406
C: 2.734 4.218 2.094
C: 2.437 3.255 0.898
C: 1.530 3.861 -0.128
C: 2.124 5.108 -0.912
C: 3.347 4.579 -1.645
C: 4.332 3.825 -0.771
N: 3.626 2.846 0.093
O: 4.502 1.951 0.765
C: 5.164 2.918 -1.688
C: 5.227 4.904 -0.050
C: 1.653 2.026 1.375
H: 2.276 5.198 1.962
H: 3.756 4.567 2.243
H: 2.399 3.905 3.083
H: 1.203 3.163 -0.899
H: 0.639 4.280 0.340
H: 2.342 5.846 -0.140
H: 1.251 5.440 -1.474
H: 3.838 5.455 -2.067
H: 3.037 3.988 -2.507
H: 6.102 2.479 -1.346
H: 4.513 2.094 -1.979
H: 5.379 3.404 -2.640
H: 5.883 4.441 0.687
H: 5.816 5.376 -0.837
H: 4.700 5.719 0.445
H: 0.860 2.467 1.979
H: 2.245 1.309 1.943
H: 1.348 1.412 0.528
H: 5.042 2.581 1.247

***

7.
# C4H12

A cluster of 2 separate species, C4H12 in total at a distorted geometry (ωB97M-V/def2-TZVPD, the OMol25 dataset).

Output
- E_HOMO (alpha / beta): -0.614 / -0.578 hartree
- LUMO (alpha / beta): -3.0 / -11.5 eV
- Charge: +1
- Spin multiplicity: 2
- DFT total energy: -4330.7014 eV
- Energy relative to the best compared isomer or geometry (same formula, charge and spin): 0.531 eV
- Orbital gap (alpha / beta): 13.7 / 4.3 eV

Positions of all 16 atoms, in Å:
C: -0.548 -1.158 -0.962
C: -1.243 -2.364 -0.381
H: 0.346 -0.741 -0.401
H: -0.195 -1.366 -1.988
H: -1.216 -0.307 -1.074
H: -2.250 -2.389 -0.814
H: -1.404 -2.217 0.698
H: -0.688 -3.276 -0.565
C: 0.974 1.330 1.314
C: 0.849 2.136 0.015
H: 0.571 1.891 2.165
H: 0.303 0.416 1.133
H: 2.016 1.145 1.547
H: 1.125 3.170 0.378
H: -0.162 2.239 -0.360
H: 1.627 1.799 -0.663

***

8.
# C3H6O3Sm

A structure of composition C3H6O3Sm at a distorted geometry (ωB97M-V/def2-TZVPD, the OMol25 dataset).

Output
- E_HOMO (alpha / beta): -0.674 / -0.686 hartree
- LUMO (alpha / beta): -9.4 / -9.2 eV
- Charge: +2
- Spin multiplicity: 7
- DFT total energy: -27237.3259 eV
- Energy relative to the best compared isomer or geometry (same formula, charge and spin): 0.000 eV
- Orbital gap (alpha / beta): 8.9 / 9.4 eV

Positions of all 13 atoms, in Å:
H: -1.249 1.298 1.028
C: -1.667 0.359 0.647
C: -1.036 -0.044 -0.660
H: -2.737 0.525 0.471
H: -1.568 -0.428 1.405
H: -0.892 0.789 -1.356
H: -1.664 -0.721 -1.245
O: 1.184 0.843 -0.465
C: 1.222 -0.414 -0.404
O: 0.166 -1.092 -0.406
O: 2.312 -0.818 0.255
Sm: 3.607 1.435 0.149
H: 2.323 -1.732 0.580

***

9.
# C24H22BrMnN6O2S

A structure of composition C24H22BrMnN6O2S at a distorted geometry (ωB97M-V/def2-TZVPD, the OMol25 dataset).

Output
- E_HOMO (alpha / beta): -0.470 / -0.470 hartree
- LUMO (alpha / beta): -7.6 / -6.9 eV
- Charge: +2
- Spin multiplicity: 5
- DFT total energy: -150466.2951 eV
- Energy relative to the best compared isomer or geometry (same formula, charge and spin): 0.965 eV
- Orbital gap (alpha / beta): 5.2 / 5.9 eV

Positions of all 57 atoms, in Å:
Mn: -0.666 1.270 -0.604
N: 3.309 1.633 1.082
C: 4.367 1.569 0.142
C: 5.675 1.562 0.595
C: 6.726 1.517 -0.310
C: 6.469 1.485 -1.669
C: 5.157 1.484 -2.128
C: 4.113 1.519 -1.224
S: 2.442 1.490 -1.823
N: 1.531 1.449 -0.408
C: 1.999 1.563 0.791
C: 1.021 1.628 1.911
C: 1.365 1.895 3.227
C: 0.366 1.996 4.185
C: -0.954 1.821 3.808
C: -1.219 1.544 2.478
N: -0.259 1.447 1.561
H: 3.589 1.710 2.042
H: 5.874 1.597 1.661
H: 7.744 1.508 0.051
H: 7.285 1.462 -2.377
H: 4.951 1.460 -3.191
H: 2.389 2.044 3.537
H: 0.616 2.216 5.214
H: -1.763 1.898 4.520
H: -2.233 1.390 2.128
Br: -3.719 -1.100 -0.769
C: -3.941 0.770 -0.789
C: -5.236 1.259 -0.773
C: -5.432 2.629 -0.814
C: -4.325 3.463 -0.875
C: -3.075 2.889 -0.876
N: -2.858 1.553 -0.826
C: -1.828 3.744 -0.930
O: -1.868 4.927 -1.045
O: -0.738 3.000 -0.843
H: -6.068 0.572 -0.735
H: -6.432 3.041 -0.805
H: -4.406 4.540 -0.924
N: -0.519 -0.560 -0.690
C: -0.466 -1.724 -0.731
N: -0.410 -2.996 -0.780
C: -0.457 -3.806 0.462
C: -1.715 -4.670 0.458
C: -1.766 -5.518 -0.815
C: -1.761 -4.608 -2.045
C: -0.499 -3.750 -2.051
H: -0.423 -3.140 1.322
H: 0.433 -4.438 0.469
H: -2.596 -4.025 0.503
H: -1.708 -5.296 1.350
H: -2.656 -6.147 -0.814
H: -0.899 -6.184 -0.849
H: -2.640 -3.958 -2.025
H: -1.793 -5.187 -2.968
H: -0.480 -3.051 -2.885
H: 0.385 -4.388 -2.107